# 1
69
Properties=species:S:1:pos:R:3:lowdin_charge:R:1 method="wB97M-V/def2-TZVPD" spin_multiplicity=1 e_above_lowest_kj_mol=0.0 energy_ha=-2319.9930 homo_lumo_gap_ev=8.321 homo_energy_ev=-8.404 charge=0
S 4.69 2.67 1.34 0.682
O -5.64 -1.31 0.68 0.082
O -1.97 1.83 -0.11 0.088
O 2.99 0.73 -2.79 -0.028
O 5.71 -2.71 -1.69 -0.042
O 4.88 3.58 0.26 -0.272
O 5.20 3.03 2.63 -0.286
O -0.45 -1.15 -0.42 -0.080
N 5.45 1.19 1.02 -0.022
N 4.31 -0.98 -2.23 0.217
N 4.16 0.92 -0.84 0.188
N -4.16 0.38 0.28 0.145
N -0.90 0.74 1.59 0.154
C 0.68 -0.97 -1.24 -0.057
C 3.84 0.22 -1.91 -0.422
C -8.51 2.15 -1.50 -0.082
C 0.38 1.28 1.56 -0.202
C -5.40 -0.20 0.23 -0.407
C 5.11 0.42 -0.05 -0.348
C -1.54 -2.11 1.44 -0.167
C -1.52 -2.98 2.52 -0.029
C -0.37 -3.67 2.87 -0.089
C 2.99 2.17 1.46 -0.298
C -8.78 1.22 -0.52 -0.072
C 5.69 -0.82 -0.29 0.071
C -7.20 2.33 -1.94 -0.078
C 5.22 -1.50 -1.42 -0.349
C -2.79 -1.43 1.10 0.050
C 1.37 0.65 2.32 0.004
C -0.37 -1.98 0.66 -0.234
C -6.17 1.58 -1.39 -0.031
C -2.96 -0.15 0.72 -0.125
C -7.76 0.47 0.03 -0.017
C 2.67 1.10 2.27 -0.049
C -6.45 0.65 -0.40 -0.136
C -1.89 0.90 0.66 -0.388
C 0.78 -2.67 1.01 -0.019
C 0.70 2.40 0.79 0.009
C 2.52 2.05 -2.56 -0.045
C 5.23 -3.34 -2.86 -0.067
C 0.78 -3.51 2.12 -0.080
C 2.01 2.84 0.74 -0.056
H 1.11 -0.21 2.93 0.120
H -7.96 -0.28 0.79 0.117
H -5.17 1.71 -1.77 0.114
H -6.99 3.04 -2.72 0.104
H 3.45 0.61 2.84 0.120
H 1.68 -2.58 0.43 0.105
H -9.80 1.07 -0.18 0.104
H 1.01 -1.91 -1.69 0.104
H 5.77 -4.28 -2.94 0.092
H 1.51 -0.52 -0.68 0.086
H -9.30 2.74 -1.93 0.103
H 6.18 0.89 1.65 0.133
H -0.38 -4.33 3.72 0.101
H -3.67 -2.05 1.15 0.113
H 5.41 -2.72 -3.73 0.092
H 2.30 3.68 0.14 0.118
H 6.46 -1.24 0.33 0.116
H 3.32 2.68 -2.17 0.089
H 4.15 -3.52 -2.78 0.088
H 2.18 2.41 -3.52 0.097
H -2.42 -3.11 3.10 0.120
H -4.06 1.32 -0.09 0.124
H 1.68 -4.04 2.38 0.105
H 1.70 2.04 -1.84 0.073
H 0.37 -0.29 -2.02 0.102
H -0.07 2.89 0.22 0.108
H -1.00 -0.07 2.20 0.134

# 2
63
Properties=species:S:1:pos:R:3:lowdin_charge:R:1 method="wB97M-V/def2-TZVPD" spin_multiplicity=1 energy_ha=-2216.5850 homo_lumo_gap_ev=4.947 homo_energy_ev=-2.950 charge=-1
S 1.63 -0.24 3.01 0.831
P -0.83 -1.88 -0.65 0.652
O 1.78 -1.44 3.87 -0.554
O 0.22 -1.93 0.39 -0.299
O 4.17 0.92 0.32 -0.064
O 1.95 1.43 0.51 -0.034
N -0.82 -0.53 -1.67 -0.016
C -0.82 -3.29 -1.78 -0.270
C -1.01 1.86 -2.06 -0.194
C -0.84 2.90 -4.24 -0.086
C -1.65 4.18 -2.34 -0.087
C 0.57 3.38 4.55 -0.107
C -0.62 -4.32 -3.96 -0.091
C -0.71 1.77 -3.43 -0.024
C 2.95 0.86 0.94 -0.621
C 0.70 2.25 3.72 -0.094
C -0.89 -5.71 -2.00 -0.089
C 3.03 0.07 2.15 -0.306
C -1.50 3.07 -1.52 -0.024
C -2.66 -1.83 1.47 -0.053
C -3.95 -1.78 2.01 -0.083
C 4.09 1.23 -1.09 -0.246
C -3.61 -1.87 -0.77 -0.087
C 2.10 2.39 6.14 -0.107
C 1.28 3.45 5.75 -0.124
C 1.51 1.19 4.13 -0.349
C -0.65 -3.17 -3.16 -0.079
C -5.07 -1.77 1.16 -0.099
C 2.21 1.25 5.34 -0.080
C -0.89 0.67 -1.22 -0.134
C -4.90 -1.81 -0.23 -0.094
C -0.74 -5.59 -3.38 -0.098
C -2.50 -1.88 0.07 -0.270
C 5.48 1.61 -1.55 -0.094
C -1.31 4.11 -3.70 -0.090
C -0.92 -4.57 -1.19 -0.068
H -5.77 -1.80 -0.89 0.096
H -0.90 0.87 -0.13 0.132
H 1.20 4.33 6.39 0.086
H -1.02 -4.66 -0.11 0.117
H -1.78 -1.83 2.12 0.116
H -0.98 -6.69 -1.53 0.099
H 5.55 1.49 -2.63 0.065
H -0.38 0.81 -3.83 0.106
H -0.09 4.19 4.23 0.090
H 3.74 0.33 -1.62 0.121
H 2.83 0.40 5.63 0.107
H -0.51 -4.22 -5.04 0.095
H -0.55 -2.18 -3.61 0.090
H -4.08 -1.74 3.09 0.103
H -1.42 4.99 -4.34 0.098
H -1.77 3.10 -0.46 0.118
H 3.37 2.05 -1.26 0.110
H -2.03 5.12 -1.93 0.100
H 5.68 2.65 -1.29 0.070
H -6.08 -1.74 1.59 0.096
H 3.93 -0.49 2.38 0.061
H -0.72 -6.49 -4.01 0.097
H 6.22 0.97 -1.06 0.074
H 0.18 2.18 2.77 0.094
H 2.67 2.43 7.07 0.089
H -3.48 -1.91 -1.85 0.107
H -0.58 2.84 -5.29 0.097

# 3
62
Properties=species:S:1:pos:R:3:lowdin_charge:R:1 method="wB97M-V/def2-TZVPD" spin_multiplicity=1 energy_ha=-1552.2080 homo_lumo_gap_ev=4.464 homo_energy_ev=-6.195 charge=0
O 2.36 1.11 3.50 0.068
O -0.40 -1.75 3.95 0.039
O 0.26 0.37 4.18 0.050
O 0.04 -6.79 4.75 -0.075
O 3.91 -0.40 3.01 0.031
N 3.65 -0.68 7.82 -0.057
C 1.17 -4.43 1.19 -0.106
C 3.77 -2.61 4.77 0.114
C 3.16 -5.00 4.35 -0.001
C 0.44 -0.91 3.67 -0.449
C 6.87 0.69 5.65 -0.057
C 0.93 -5.77 4.84 -0.243
C 2.93 -2.26 1.10 -0.033
C 0.44 1.53 2.05 0.020
C 3.17 -1.68 7.03 0.075
C 1.81 -2.21 1.98 -0.166
C 4.90 -0.65 5.93 -0.106
C 3.14 -0.39 9.15 0.007
C 0.77 2.70 4.28 0.011
C 3.16 -3.39 0.32 -0.105
C 2.26 -6.03 4.41 0.010
C 2.82 -3.69 4.79 -0.197
C 2.32 -4.50 0.39 -0.125
C 0.56 -4.48 5.27 0.007
C 5.56 0.94 7.69 -0.009
C 0.89 -3.30 1.94 -0.033
C 3.90 -1.71 5.81 -0.108
C 1.51 -3.48 5.26 -0.035
C 2.72 -0.16 3.11 -0.438
C 0.95 1.41 3.47 -0.529
C 4.71 -0.03 7.19 -0.155
C 6.66 1.30 6.90 -0.071
C -1.33 -6.52 5.14 -0.052
C 5.99 -0.29 5.16 -0.004
C 1.65 -1.12 2.90 -0.098
H 6.14 -0.76 4.20 0.116
H 3.62 -1.42 1.09 0.101
H 2.53 -5.40 -0.18 0.089
H 0.47 -5.27 1.23 0.099
H 1.21 2.56 5.28 0.089
H 5.36 1.39 8.67 0.102
H 7.74 0.97 5.06 0.107
H 2.51 -7.04 4.10 0.124
H -0.29 2.93 4.38 0.093
H 0.94 2.37 1.56 0.097
H -1.79 -5.79 4.47 0.103
H 4.18 -5.17 4.00 0.127
H 4.03 -3.39 -0.35 0.095
H -0.01 -3.23 2.55 0.093
H 1.28 3.52 3.78 0.091
H 2.08 -0.13 9.10 0.106
H -0.64 1.73 2.08 0.101
H 3.71 0.44 9.57 0.083
H 3.24 -1.27 9.80 0.105
H 1.24 -2.49 5.63 0.109
H -0.46 -4.25 5.58 0.115
H 7.35 2.07 7.25 0.104
H -1.82 -7.49 5.05 0.093
H -1.39 -6.16 6.18 0.095
H 2.42 -2.37 7.39 0.146
H 0.63 0.61 1.48 0.096
H 4.52 -2.60 3.98 0.143

# 4
65
Properties=species:S:1:pos:R:3:lowdin_charge:R:1 method="wB97M-V/def2-TZVPD" spin_multiplicity=1 e_above_lowest_kj_mol=0.0 energy_ha=-2009.9532 homo_lumo_gap_ev=7.471 homo_energy_ev=-7.774 charge=0
S -1.95 2.50 1.36 1.103
F 1.70 4.66 7.08 0.061
O 3.52 -5.23 -5.03 -0.130
O -2.46 -0.93 -4.93 0.067
O 1.56 1.55 2.83 0.056
N 1.17 -3.79 -5.74 -0.190
N 0.11 3.06 3.64 0.022
N -1.10 -2.69 -4.55 0.069
C -0.39 1.75 1.58 -0.386
C -1.39 4.61 4.76 -0.004
C -1.68 0.45 -1.01 -0.031
C 2.49 -3.24 -5.99 -0.169
C 1.23 -5.24 -5.85 -0.165
C -2.11 3.57 2.74 -0.436
C -2.59 5.29 4.84 -0.072
C 0.13 -1.09 -2.46 -0.021
C 3.47 -3.82 -4.96 -0.198
C 1.11 3.36 4.65 -0.078
C -2.06 -0.14 -2.20 0.001
C -1.17 -0.92 -2.94 -0.127
C -3.56 5.12 3.87 -0.087
C -0.38 0.28 -0.51 -0.204
C 0.77 2.78 6.00 -0.143
C -1.11 3.73 3.71 -0.184
C -1.22 -3.27 -5.86 -0.156
C 0.51 -0.51 -1.27 -0.018
C 0.19 1.72 8.53 -0.080
C -3.31 4.25 2.83 -0.116
C 0.13 0.84 0.71 -0.049
C -1.63 -1.48 -4.24 -0.454
C 2.24 -5.78 -4.83 -0.196
C 0.82 2.95 8.42 -0.008
C 0.14 1.55 6.13 -0.011
C 0.13 -3.21 -6.58 -0.172
C -0.14 1.02 7.38 -0.076
C 1.10 3.45 7.17 -0.235
C 0.48 2.11 2.72 -0.419
H 1.12 0.50 0.98 0.117
H 2.85 -3.49 -7.01 0.132
H -4.05 4.09 2.05 0.102
H -2.76 5.95 5.67 0.107
H 3.16 -3.51 -3.95 0.121
H 0.38 -2.16 -6.74 0.125
H 2.35 -6.86 -4.92 0.126
H -0.63 0.06 7.46 0.104
H -2.40 1.03 -0.46 0.039
H -1.97 -2.70 -6.41 0.121
H 1.10 3.52 9.30 0.118
H -0.11 0.99 5.24 0.120
H -4.50 5.65 3.93 0.104
H 0.85 -1.65 -3.02 0.104
H 1.89 -5.53 -3.81 0.126
H 1.52 -0.64 -0.91 0.115
H -0.03 1.31 9.50 0.104
H 2.04 2.90 4.31 0.137
H 0.24 -5.66 -5.63 0.119
H -0.67 4.76 5.55 0.100
H 1.53 -5.56 -6.86 0.132
H 1.26 4.44 4.71 0.135
H -0.34 -3.06 -4.00 0.116
H -1.56 -4.31 -5.77 0.113
H 4.48 -3.47 -5.15 0.126
H 0.07 -3.70 -7.56 0.125
H 2.46 -2.16 -5.88 0.124
H -3.06 0.01 -2.59 0.122

# 5
74
Properties=species:S:1:pos:R:3:lowdin_charge:R:1 method="wB97M-V/def2-TZVPD" spin_multiplicity=6 s2=8.76 e_above_lowest_kj_mol=68.8 energy_ha=-7302.2365 homo_lumo_gap_ev="7.610 / 6.065" homo_energy_ev="-8.283 / -8.266" charge=0
Ru 0.22 0.60 0.38 1.390
Se 0.15 -1.54 -0.86 0.453
Se -1.98 -0.71 -3.88 0.375
P -0.37 -1.77 -3.04 0.211
F -4.63 4.62 1.71 0.093
O 2.28 -0.03 0.91 -0.142
O -0.72 2.58 0.89 -0.102
O 3.94 -1.87 6.54 0.074
O -0.20 0.12 2.33 -0.194
O 2.13 -1.87 7.71 0.078
O -5.19 2.82 3.78 0.114
O -0.96 1.41 -1.51 -0.395
O -0.77 2.50 4.76 0.097
O 1.41 2.52 1.43 -0.012
N 2.74 -1.70 6.67 -0.359
N -1.37 3.98 3.12 0.005
N -2.98 2.77 4.30 0.224
C -2.99 0.58 -0.53 -0.092
C 1.18 2.19 -2.20 -0.059
C -4.07 3.20 3.55 -0.395
C -3.67 4.12 2.49 -0.189
C -1.16 -4.03 -4.38 -0.108
C 0.27 2.99 1.58 -0.621
C -1.27 -5.40 -4.61 -0.074
C 1.93 -0.52 3.23 -0.107
C 3.58 -1.81 -4.07 -0.073
C 3.65 -0.83 -5.06 -0.079
C 2.70 -0.30 2.03 -0.160
C -0.06 -4.49 -2.28 -0.129
C 2.51 -0.14 -5.43 -0.077
C -0.30 2.47 -2.18 -0.265
C -1.64 3.03 4.11 -0.459
C 0.52 -0.33 3.30 -0.312
C -2.36 1.66 -1.36 -0.307
C 1.29 -0.42 -4.82 -0.128
C 2.64 -0.96 4.35 0.055
C 0.00 4.04 2.64 -0.031
C -0.12 -0.62 4.53 0.013
C -0.56 -3.57 -3.21 -0.401
C -0.18 -5.85 -2.52 -0.077
C 1.98 -1.23 5.51 -0.140
C -2.39 4.44 2.31 0.036
C 1.22 -1.39 -3.84 -0.419
C 0.59 -1.06 5.61 0.032
C -0.77 -6.31 -3.69 -0.081
C 2.37 -2.09 -3.46 -0.101
H -2.53 0.50 0.46 0.052
H 0.39 0.10 -5.12 0.056
H 1.71 2.99 -2.73 0.093
H 0.20 -6.56 -1.80 0.105
H 0.17 5.03 2.21 0.143
H -1.18 -0.47 4.59 0.122
H -2.50 2.64 -0.89 0.113
H 4.59 -0.61 -5.53 0.104
H 1.40 1.24 -2.70 0.060
H -2.10 5.12 1.52 0.153
H 3.71 -1.10 4.30 0.131
H 0.11 -1.28 6.55 0.126
H -2.79 1.68 -2.37 0.088
H -0.52 3.41 -1.67 0.120
H -0.86 -7.37 -3.88 0.104
H 0.67 3.88 3.47 0.136
H 1.62 2.17 -1.20 0.053
H -4.05 0.81 -0.36 0.090
H 2.32 -2.85 -2.69 0.093
H -3.18 2.11 5.04 0.169
H -0.70 2.51 -3.20 0.124
H 4.47 -2.35 -3.78 0.105
H -1.74 -5.74 -5.52 0.106
H 3.78 -0.42 2.15 0.143
H -1.57 -3.32 -5.08 0.069
H -2.92 -0.39 -1.03 0.034
H 2.56 0.62 -6.20 0.105
H 0.40 -4.15 -1.37 0.039

# 6
70
Properties=species:S:1:pos:R:3:lowdin_charge:R:1 method="wB97M-V/def2-TZVPD" spin_multiplicity=5 s2=6.04 e_above_lowest_kj_mol=62.2 energy_ha=-2036.4623 homo_lumo_gap_ev="6.500 / 4.789" homo_energy_ev="-11.320 / -12.493" charge=+2
Rh 2.60 -2.87 -0.88 1.403
F -0.27 3.51 0.25 0.076
O 2.77 -2.72 1.11 -0.097
O 6.55 -1.76 2.61 0.109
O -0.85 -4.26 -2.38 0.109
O 0.98 -3.94 -1.18 -0.126
O 1.19 -1.00 -0.90 -0.033
N 4.74 -1.76 0.56 0.127
N 4.27 -1.96 -0.65 -0.184
N -3.14 3.48 0.24 -0.095
N 3.07 -2.55 -2.78 -0.044
N -2.90 -1.27 -0.60 -0.026
N -4.61 5.91 0.26 0.060
C -0.18 -3.63 -1.59 -0.581
C -5.16 4.69 -0.39 -0.089
C -4.33 -1.47 -0.43 -0.176
C 3.63 -1.47 -5.28 -0.028
C -2.35 2.34 0.08 -0.146
C 3.88 -2.18 1.48 -0.358
C -4.00 3.83 -0.88 -0.127
C -3.72 5.53 1.39 -0.085
C -0.94 2.35 0.08 -0.180
C -2.16 -2.33 -0.96 0.047
C -2.58 4.66 0.86 -0.141
C 3.10 -2.06 3.80 -0.013
C 2.34 -2.89 -3.84 -0.075
C 4.63 -1.86 5.65 -0.036
C -0.22 1.21 -0.15 0.095
C 5.49 -1.85 3.39 -0.244
C 4.84 -1.42 -1.76 0.001
C 4.15 -1.69 -2.94 -0.234
C 2.58 -2.38 -5.10 -0.007
C -0.05 -1.15 -0.78 -0.290
C -2.98 1.11 -0.09 0.068
C -0.80 -2.33 -1.06 -0.013
C 5.69 -1.81 4.78 0.016
C -2.28 -0.07 -0.35 -0.110
C 3.32 -1.95 5.16 -0.059
C 4.16 -2.02 2.90 -0.079
C -0.87 0.00 -0.40 -0.044
C -4.66 -1.80 1.02 -0.047
C 4.43 -1.15 -4.22 0.014
H -5.73 -2.01 1.11 0.086
H 0.86 1.24 -0.18 0.140
H -4.40 2.92 -1.34 0.135
H -4.32 4.98 2.12 0.147
H 3.81 -1.03 -6.25 0.122
H -1.95 4.37 1.70 0.148
H -4.12 -2.69 1.34 0.086
H 6.31 -1.77 1.66 0.092
H -4.05 6.43 -0.44 0.193
H -5.36 6.52 0.58 0.197
H -1.96 5.25 0.17 0.139
H 1.94 -2.66 -5.92 0.120
H 1.53 -3.60 -3.68 0.121
H 2.49 -1.94 5.84 0.109
H -3.44 4.38 -1.65 0.146
H -5.80 4.97 -1.22 0.145
H 4.80 -1.81 6.71 0.119
H 6.70 -1.73 5.13 0.128
H 5.72 -0.80 -1.67 0.141
H -2.69 -3.24 -1.21 0.158
H 2.10 -2.16 3.41 0.118
H 5.25 -0.45 -4.31 0.127
H -5.75 4.15 0.36 0.147
H -4.63 -2.30 -1.06 0.132
H -4.06 1.11 -0.02 0.115
H -4.41 -0.99 1.70 0.076
H -4.87 -0.58 -0.76 0.114
H -3.32 6.43 1.86 0.146

# 7
68
Properties=species:S:1:pos:R:3:lowdin_charge:R:1 method="wB97M-V/def2-TZVPD" spin_multiplicity=1 e_above_lowest_kj_mol=0.0 energy_ha=-3898.1219 homo_lumo_gap_ev="4.560 / 4.702" homo_energy_ev="-13.005 / -13.005" charge=+2
I 3.36 -0.92 -2.22 0.552
Ga 1.08 -1.73 -1.68 0.040
O 0.02 0.19 -1.96 -0.037
O 3.43 -1.39 5.34 0.123
O -4.82 3.36 -2.63 -0.014
N -1.90 -1.11 -2.96 0.207
N 0.64 -1.43 0.24 -0.030
N 1.92 0.29 5.07 0.137
N -1.06 3.43 -1.00 0.170
N 1.66 -3.82 -0.94 0.170
N 2.63 -1.02 3.25 0.147
C -1.06 -3.28 -5.70 -0.025
C -0.75 1.15 -1.76 -0.241
C 1.20 2.54 -0.94 0.013
C -0.86 -0.99 2.01 -0.001
C 1.67 -1.34 1.09 -0.060
C -2.66 -0.30 -2.38 0.028
C 0.51 3.69 2.99 -0.271
C 2.70 -0.74 4.64 -0.513
C -0.21 3.12 4.03 -0.030
C 0.19 -0.90 2.91 0.047
C -2.18 1.03 -2.01 -0.042
C -0.61 -1.25 0.68 -0.101
C -1.73 -2.34 -4.96 0.040
C 1.47 1.43 4.34 -0.269
C 2.21 1.99 3.32 -0.016
C 0.25 2.00 4.70 -0.024
C -4.48 2.17 -1.95 -0.193
C 2.03 -6.32 -0.32 -0.004
C -1.23 -1.99 -3.67 -0.218
C 0.01 4.93 2.30 -0.044
C 0.62 -3.47 -3.95 -0.092
C -0.25 2.42 -1.22 -0.171
C 1.50 -1.08 2.45 -0.190
C 1.73 3.11 2.65 -0.042
C 0.00 -2.53 -3.16 -0.125
C -2.98 2.10 -1.74 -0.084
C -2.36 3.30 -1.25 0.019
C 0.11 -3.86 -5.19 0.010
C 1.82 -4.92 -0.67 -0.127
H 0.64 -4.59 -5.79 0.129
H 2.66 -1.47 0.67 0.079
H 1.53 1.75 -0.27 0.087
H -0.32 1.57 5.51 0.123
H -1.88 -0.88 2.36 0.126
H 0.07 5.80 2.97 0.092
H -4.65 3.27 -3.57 0.115
H -1.03 4.83 1.99 0.075
H -2.65 -1.89 -5.32 0.132
H -4.87 1.28 -2.45 0.123
H 0.00 -0.72 3.96 0.124
H -2.98 4.16 -1.07 0.144
H 2.09 -6.42 0.76 0.105
H 2.34 3.56 1.88 0.112
H -3.66 -0.64 -2.06 0.163
H -1.16 3.56 4.34 0.122
H 3.19 1.60 3.06 0.122
H -1.41 -1.35 -0.04 0.111
H 1.40 3.51 -0.50 0.085
H 0.61 5.17 1.42 0.070
H 1.91 0.37 6.08 0.168
H -4.96 2.23 -0.97 0.148
H 1.77 2.42 -1.86 0.105
H 1.21 -6.91 -0.70 0.103
H 3.42 -1.57 2.95 0.161
H -1.44 -3.58 -6.67 0.129
H 2.97 -6.66 -0.77 0.106
H 1.57 -3.89 -3.64 0.100